[1]
C22H29N3O6S | ωB97M-V with the def2-TZVPD basis set

CARTESIAN COORDINATES (ANGSTROEM)
C1 3.18 2.47 -2.40
H1 2.23 2.94 -2.16
H2 3.86 2.62 -1.57
H3 3.59 2.96 -3.28
C2 2.97 0.99 -2.68
N1 2.42 0.31 -1.52
C3 1.08 0.15 -1.45
C4 0.41 -0.42 -0.41
C5 1.14 -0.90 0.74
O1 0.62 -1.42 1.73
C6 2.59 -0.70 0.66
C7 3.36 -1.14 1.75
C8 4.71 -0.96 1.70
C9 5.32 -0.35 0.59
C10 4.60 0.09 -0.48
C11 3.20 -0.09 -0.46
H4 5.12 0.55 -1.30
O2 6.66 -0.29 0.79
C12 6.90 -0.88 2.06
O3 5.68 -1.29 2.62
H5 7.56 -1.75 1.93
H6 7.38 -0.15 2.72
H7 2.86 -1.60 2.58
C13 -1.07 -0.49 -0.54
O4 -1.66 0.05 -1.47
N2 -1.68 -1.19 0.43
C14 -3.11 -1.40 0.46
C15 -3.45 -2.81 0.93
C16 -3.28 -3.88 -0.14
H8 -3.60 -4.85 0.25
H9 -3.87 -3.65 -1.03
S1 -1.55 -4.12 -0.69
C17 -1.60 -3.35 -2.33
H10 -1.86 -2.30 -2.25
H11 -2.32 -3.88 -2.95
H12 -0.61 -3.46 -2.75
H13 -4.50 -2.81 1.25
H14 -2.83 -3.06 1.79
H15 -3.49 -1.23 -0.55
C18 -3.84 -0.37 1.35
O5 -5.00 -0.54 1.68
N3 -3.11 0.70 1.69
H16 -2.18 0.80 1.30
C19 -3.66 1.89 2.29
H17 -4.51 1.59 2.91
C20 -4.11 2.91 1.24
H18 -4.23 3.88 1.72
C21 -3.11 3.02 0.09
O6 -1.80 3.16 0.60
C22 -0.83 3.24 -0.42
H19 0.14 3.26 0.07
H20 -0.90 2.37 -1.09
H21 -0.96 4.15 -1.02
H22 -3.16 2.13 -0.55
H23 -3.36 3.89 -0.54
H24 -5.07 2.61 0.82
H25 -2.89 2.33 2.93
H26 -1.10 -1.58 1.17
H27 0.51 0.49 -2.30
H28 2.27 0.86 -3.50
H29 3.91 0.51 -2.96

Values from the calculation:
Lowest unoccupied orbital energy ... 0.2 eV
E_HOMO ... -7.98 eV
Net charge ... 0
SMILES ... CCn1cc(C(=O)N[C@@H](CCSC)C(=O)NCCCOC)c(=O)c2cc3c(cc21)OCO3

***

[2]
C22H29N3O6S | ωB97M-V with the def2-TZVPD basis set

CARTESIAN COORDINATES (ANGSTROEM)
C1 1.62 7.54 -3.98
C2 0.28 7.14 -4.60
O1 0.21 5.76 -4.89
C3 0.04 4.86 -3.89
C4 -0.22 5.15 -2.56
C5 -0.40 4.14 -1.63
C6 -0.32 2.81 -2.01
C7 -0.05 2.50 -3.35
C8 0.12 3.50 -4.29
O2 0.38 3.30 -5.61
C9 0.45 1.98 -6.10
C10 0.72 2.05 -7.59
H1 -0.08 2.59 -8.09
H2 0.79 1.05 -8.01
H3 1.65 2.58 -7.77
H4 1.26 1.43 -5.59
H5 -0.49 1.45 -5.91
H6 0.01 1.46 -3.64
C11 -0.49 1.73 -1.06
N1 -0.76 1.99 0.16
N2 -0.96 1.04 1.10
C12 -0.78 -0.30 1.04
O3 -0.51 -0.92 0.02
C13 -1.09 -1.08 2.33
N3 -0.06 -2.10 2.46
C14 -0.35 -3.37 2.98
C15 0.62 -4.37 2.96
C16 0.35 -5.63 3.43
C17 -0.91 -5.96 3.94
C18 -1.88 -4.97 3.97
C19 -1.60 -3.69 3.50
H7 -2.38 -2.96 3.57
H8 -2.86 -5.16 4.36
O4 -1.07 -7.25 4.36
C20 -2.32 -7.62 4.89
H9 -2.23 -8.67 5.16
H10 -3.12 -7.50 4.15
H11 -2.58 -7.04 5.78
H12 1.11 -6.40 3.42
H13 1.62 -4.15 2.61
S1 1.51 -1.56 2.24
O5 2.36 -2.07 3.27
O6 1.42 -0.13 2.12
C21 2.05 -2.22 0.65
H14 2.12 -3.30 0.71
H15 3.02 -1.78 0.45
H16 1.32 -1.91 -0.09
C22 -1.22 -0.26 3.60
H17 -1.33 -0.94 4.45
H18 -2.10 0.39 3.57
H19 -0.32 0.33 3.76
H20 -2.03 -1.60 2.11
H21 -1.07 1.46 2.01
H22 -0.38 0.72 -1.45
H23 -0.60 4.38 -0.60
H24 -0.29 6.18 -2.24
H25 -0.56 7.44 -3.95
H26 0.15 7.63 -5.57
H27 1.77 7.04 -3.03
H28 2.43 7.27 -4.65
H29 1.64 8.62 -3.83

Values from the calculation:
Lowest unoccupied orbital energy ... 0.7 eV
E_HOMO ... -7.70 eV
Net charge ... 0
SMILES ... CCOc1ccc(/C=N/NC(=O)[C@H](C)N(c2ccc(OC)cc2)S(C)(=O)=O)cc1OCC

***

[3]
C22H29N3O7S2 | ωB97M-V with the def2-TZVPD basis set

CARTESIAN COORDINATES (ANGSTROEM)
C1 -3.83 -0.71 -1.30
C2 -4.29 0.62 -1.88
H1 -4.23 0.62 -2.97
H2 -5.31 0.84 -1.56
O1 -3.44 1.70 -1.48
C3 -3.54 2.13 -0.22
O2 -4.30 1.68 0.59
C4 -2.60 3.29 0.08
C5 -1.56 3.57 -1.00
H3 -2.03 3.67 -1.97
H4 -1.05 4.50 -0.75
C6 -0.51 2.45 -1.08
N1 0.09 2.21 0.22
C7 1.39 2.05 0.49
O3 1.80 1.76 1.61
C8 2.42 2.21 -0.65
N2 3.56 1.39 -0.33
C9 4.66 2.01 0.21
O4 4.79 3.21 0.17
C10 5.67 1.10 0.86
H5 5.24 0.68 1.77
H6 6.57 1.67 1.10
S1 6.13 -0.26 -0.24
C11 4.51 -0.87 -0.48
C12 4.32 -2.23 -0.72
C13 3.06 -2.76 -0.88
C14 1.98 -1.90 -0.81
C15 2.14 -0.55 -0.60
C16 3.41 0.00 -0.44
H7 1.25 0.04 -0.58
S2 0.30 -2.49 -0.91
O5 -0.57 -1.34 -1.02
O6 0.18 -3.51 -1.90
N3 0.17 -3.23 0.59
C17 -0.64 -4.42 0.66
H8 -0.49 -4.98 -0.27
C18 -2.12 -4.06 0.83
O7 -2.30 -3.23 1.96
C19 -1.57 -2.03 1.85
C20 -0.07 -2.32 1.70
H9 0.48 -1.40 1.51
H10 0.31 -2.79 2.61
H11 -1.77 -1.46 2.75
H12 -1.91 -1.47 0.97
H13 -2.73 -4.95 1.00
H14 -2.47 -3.54 -0.07
H15 -0.30 -5.02 1.51
H16 2.89 -3.81 -1.07
H17 5.20 -2.87 -0.77
H18 2.77 3.25 -0.67
H19 2.03 1.93 -1.63
C21 -0.89 1.89 1.25
C22 -1.89 3.03 1.42
H20 -2.63 2.74 2.17
H21 -1.38 3.93 1.75
H22 -0.34 1.72 2.17
H23 -1.41 0.97 0.96
H24 0.24 2.74 -1.81
H25 -0.99 1.52 -1.42
H26 -3.25 4.17 0.19
H27 -4.00 -0.73 -0.23
H28 -2.77 -0.87 -1.50
H29 -4.39 -1.52 -1.76

Values from the calculation:
Lowest unoccupied orbital energy ... 0.3 eV
E_HOMO ... -8.61 eV
Net charge ... 0
SMILES ... CCOC(=O)C1CCN(C(=O)CN2C(=O)CSc3ccc(S(=O)(=O)N4CCOCC4)cc32)CC1

***

[4]
C22H29N4O7SiTm | ωB97M-V with the def2-TZVPD basis set

CARTESIAN COORDINATES (ANGSTROEM)
Tm1 0.22 0.80 -0.87
O1 -2.13 -0.59 3.06
C1 -1.78 -1.88 3.09
C2 -2.46 -2.75 3.95
C3 -2.15 -4.09 3.99
C4 -1.14 -4.60 3.18
C5 -0.44 -3.75 2.33
C6 -0.74 -2.39 2.28
C7 -0.01 -1.46 1.37
O2 -0.44 -0.24 1.27
N1 1.02 -1.97 0.76
N2 1.66 -1.07 -0.09
C8 2.81 -1.47 -0.49
C9 3.68 -0.76 -1.39
C10 4.84 -1.41 -1.82
C11 5.72 -0.84 -2.71
C12 5.43 0.43 -3.22
C13 4.31 1.11 -2.81
C14 3.39 0.57 -1.86
O3 2.40 1.26 -1.45
H1 -1.53 -0.18 2.35
H2 -3.25 -2.34 4.56
H3 -2.69 -4.75 4.66
H4 -0.90 -5.66 3.20
H5 0.35 -4.10 1.69
H6 3.16 -2.44 -0.14
H7 5.04 -2.40 -1.42
H8 6.61 -1.37 -3.03
H9 6.09 0.88 -3.96
H10 4.08 2.09 -3.21
N3 -2.60 1.02 -0.50
C15 -3.73 0.22 -0.03
C16 -3.90 -1.06 -0.84
C17 -2.77 -2.08 -0.65
N4 -1.52 -1.58 -1.21
H11 -2.54 1.90 0.02
H12 -2.68 1.26 -1.48
H13 -4.67 0.78 -0.08
H14 -3.55 -0.04 1.01
H15 -3.96 -0.80 -1.91
H16 -4.84 -1.53 -0.56
H17 -3.09 -3.03 -1.09
H18 -2.62 -2.26 0.41
H19 -1.57 -1.47 -2.22
H20 -0.76 -2.22 -1.03
O4 -0.06 -0.38 -4.95
C18 0.07 0.14 -3.84
O5 0.39 -0.46 -2.76
C19 -0.26 1.66 -3.65
O6 -0.08 2.47 -4.53
O7 -0.78 1.90 -2.48
C20 1.28 4.75 0.33
Si1 0.32 3.12 0.80
C21 -1.35 3.99 1.39
C22 1.07 2.88 2.59
H21 1.22 5.51 1.12
H22 0.87 5.19 -0.59
H23 2.34 4.54 0.14
H24 -1.15 4.83 2.06
H25 -1.99 3.28 1.93
H26 -1.92 4.37 0.53
H27 1.17 3.83 3.13
H28 2.06 2.41 2.54
H29 0.43 2.22 3.19

Values from the calculation:
⟨S²⟩ ... 2.002
Lowest unoccupied orbital energy (spin up / spin down) ... 4.5 / 4.5 eV
E_HOMO (spin up / spin down) ... -1.76 / -1.77 eV
Net charge ... -2
Spin multiplicity ... 3

***

The M results, record by record, are as follows: 463.56; 463.56; 511.62; 658.51 g mol⁻¹.